12
Properties=species:S:1:pos:R:3:forces:R:3:mulliken_charge:R:1 method="wB97M-V/def2-TZVPD" s_squared=2.0063 de_lowest_kcal_mol=36.9 spin_multiplicity=3 orbital_gap_ev="6.24 / 7.25" homo_energy_ev="-5.360 / -9.954" e_tot_ha=-409.65963
H 1.366906 1.103271 0.840401 -1.73 -0.50 -0.68 0.18
H 1.137849 -1.891009 0.593665 -0.16 -1.76 0.61 0.28
C 0.229920 0.262956 -0.904608 -2.28 1.86 0.43 -0.42
C 0.099431 -0.534077 1.468822 -5.75 4.76 4.80 -0.28
H -0.515109 -0.449641 2.456351 0.58 0.38 -1.52 0.30
C -0.866260 0.295708 -1.705321 -0.32 -1.04 0.96 0.33
N 0.580630 -1.669535 1.423294 4.24 -3.67 -2.94 -0.36
C 0.274502 0.664001 0.655862 2.12 0.40 -1.83 -0.23
H 1.157296 0.313609 -1.408541 0.80 -0.17 -0.60 0.39
H -0.426051 1.484419 0.904467 0.24 -0.81 -0.10 0.26
F -2.173093 0.245716 -1.274120 2.13 0.41 -0.58 -0.22
F -0.866021 0.174580 -3.050271 0.13 0.16 1.45 -0.22